Record 1
Entry from OMol25: a cluster of 11 separate species, C4H30NO11 in total at a distorted geometry (the ωB97M-V functional and the def2-TZVPD basis).

Structure (XYZ):
```
46
Properties=species:S:1:pos:R:3:lowdin_charge:R:1
C 0.615 -0.857 1.920 -0.064
C -0.346 -0.095 1.029 -0.452
C -1.563 0.390 1.795 -0.157
C -1.230 1.212 3.031 -0.269
O -0.200 2.169 2.816 -0.117
N -0.730 -0.946 -0.104 0.045
H 1.058 -0.202 2.670 0.068
H 1.441 -1.259 1.324 0.069
H 0.115 -1.673 2.458 0.085
H 0.147 0.760 0.599 0.119
H -2.202 -0.448 2.084 0.111
H -2.223 0.951 1.134 0.116
H -0.832 0.609 3.844 0.104
H -2.131 1.734 3.374 0.109
H -1.469 -0.484 -0.641 0.023
H -1.044 -1.827 0.240 0.049
H -2.853 0.669 -2.985 0.025
H -1.942 1.399 -1.828 -0.004
O -2.427 0.504 -2.152 -0.153
H 1.290 1.189 -2.597 0.007
H 0.352 2.287 -2.084 0.021
O 1.313 2.104 -2.408 -0.092
H -5.239 -2.172 0.860 0.029
H -3.784 -2.091 0.369 -0.028
O -4.322 -2.275 1.169 -0.110
H -0.964 3.207 -0.132 0.003
H -1.516 3.296 -2.141 0.027
O -1.162 2.577 -1.573 -0.333
H 3.938 0.288 -1.634 0.008
H 2.906 -0.803 -1.879 0.059
O 3.844 -0.600 -2.022 -0.065
H 4.230 -2.187 -1.438 0.012
H 4.999 -2.769 -0.232 0.067
O 4.474 -3.054 -1.011 -0.096
H 2.182 -4.492 0.476 0.044
H 2.926 -3.856 -0.765 -0.032
O 2.072 -4.229 -0.474 -0.115
H 3.192 1.742 0.012 0.025
H 2.742 1.983 -1.433 0.016
O 3.540 1.832 -0.852 -0.067
H 0.079 4.260 0.355 0.058
H -0.358 2.772 2.050 0.030
O -0.723 3.791 0.684 -0.133
H -2.219 -2.452 -1.185 0.092
H -2.883 -1.016 -1.501 -0.011
O -3.095 -1.934 -1.220 -0.121
```

The spin multiplicity is 1. As for the net charge: -1. For the largest force on an atom, the calculation gives 2.55 eV/A. The value obtained for the gap between HOMO and LUMO is 8.8 eV. As for the relative energy (zero: lowest compared OMol25 entry of this formula, charge and spin): 1.8 kcal/mol.



Record 2
Entry from OMol25: a cluster of 13 separate species, C4H30O15 in total at a distorted geometry (the ωB97M-V functional and the def2-TZVPD basis).

Structure (XYZ):
```
49
Properties=species:S:1:pos:R:3:lowdin_charge:R:1
O 0.635 -1.472 -1.331 -0.075
C 1.408 -1.105 -0.423 -0.708
O 2.373 -1.770 -0.009 -0.021
C 1.221 0.236 0.241 -0.090
C 1.445 1.436 -0.753 -0.148
C 1.859 2.773 -0.041 -0.348
O 0.934 3.413 0.631 -0.148
H 1.970 0.219 1.122 0.136
H 0.083 0.309 0.613 0.129
H 0.628 1.530 -1.459 0.105
H 2.341 1.220 -1.216 0.053
H 2.608 2.551 0.734 0.115
H 2.211 3.304 -0.954 0.123
H -1.748 0.670 -0.884 -0.034
H -0.792 -0.413 -1.154 -0.067
O -1.620 -0.110 -1.353 -0.007
H -2.287 0.394 2.180 0.014
H -1.595 1.512 2.012 -0.109
O -2.000 1.135 2.733 -0.057
H -1.640 -3.134 -1.153 -0.048
H -2.292 -1.838 -1.351 -0.021
O -2.468 -2.768 -1.234 -0.025
H 0.157 -4.024 -1.532 -0.107
H 0.522 -4.763 -0.193 0.038
O 0.086 -4.721 -1.029 0.021
H 2.751 -0.449 -2.042 0.009
H 2.371 -0.642 -3.581 0.029
O 2.859 -0.113 -2.942 -0.056
H -0.155 4.140 -0.661 0.005
H -0.832 2.929 -1.104 0.001
O -0.690 3.863 -1.437 -0.137
H 3.244 -1.681 1.599 -0.090
H 2.924 -2.554 2.773 0.044
O 3.599 -1.960 2.385 -0.063
H -3.601 1.675 1.099 -0.006
H -4.000 0.447 0.171 0.058
O -4.357 1.204 0.721 -0.088
H -2.130 -1.822 1.701 0.112
H -3.318 -2.147 1.111 -0.089
O -2.991 -2.411 1.884 -0.052
H 1.236 -2.154 -2.636 0.072
H 0.057 -2.137 -3.658 0.001
O 0.650 -2.781 -3.301 -0.148
H -2.005 2.547 0.407 -0.037
H 0.161 2.799 1.017 0.113
O -1.231 2.023 0.464 -0.361
H 0.309 2.141 3.481 0.014
H 0.403 0.819 4.125 -0.010
O 0.705 1.685 4.224 -0.041
```

The spin multiplicity is 1. As for the net charge: -2. For the largest force on an atom, the calculation gives 8.28 eV/A. The value obtained for the gap between HOMO and LUMO is 8.8 eV. As for the relative energy (zero: lowest compared OMol25 entry of this formula, charge and spin): 138.3 kcal/mol.



Record 3
Entry from OMol25: a cluster of 10 separate species, C4H31N2O9 in total at a distorted geometry (the ωB97M-V functional and the def2-TZVPD basis).

Structure (XYZ):
```
46
Properties=species:S:1:pos:R:3:lowdin_charge:R:1
N 0.855 -0.160 -2.257 0.153
C 1.186 -0.984 -1.033 -0.094
C 0.314 -0.581 0.201 -0.162
N -0.935 -1.501 0.429 -0.026
C -1.256 -1.394 1.876 -0.329
C -2.707 -1.470 2.384 -0.077
H 0.797 -0.782 -2.938 0.021
H 1.558 0.582 -2.604 0.165
H -0.045 0.343 -2.165 0.118
H 1.059 -2.001 -1.277 0.051
H 2.334 -0.670 -1.010 0.170
H 0.080 0.547 0.233 0.134
H 0.978 -0.674 0.989 0.046
H -1.754 -1.113 -0.025 0.078
H -0.651 -0.515 2.443 0.123
H -0.642 -2.173 2.387 0.102
H -3.078 -0.551 1.848 0.053
H -3.308 -2.263 1.919 0.078
H -2.867 -1.557 3.451 0.080
H 2.773 2.602 -2.056 -0.011
H 2.200 2.548 -0.825 0.065
O 1.977 2.305 -1.782 -0.037
H -2.358 -0.330 -3.543 0.063
H -2.240 0.931 -2.650 -0.057
O -2.073 0.077 -2.716 0.018
H -0.689 2.912 -1.211 0.083
H -2.132 2.415 -0.706 -0.014
O -1.711 2.957 -1.366 -0.074
H -0.078 -4.488 -1.362 0.001
H 0.594 -4.045 -0.158 0.092
O 0.600 -3.919 -1.147 -0.040
H 1.691 1.047 2.696 0.007
H 3.007 0.553 1.951 0.001
O 2.283 1.059 1.934 0.001
H 0.336 2.068 4.542 0.102
H 1.662 1.197 4.727 0.123
O 0.810 1.271 4.152 -0.102
H -3.148 1.229 1.340 -0.084
H -2.042 1.689 2.421 0.110
O -2.503 1.765 1.517 -0.001
H -0.459 -2.558 -3.350 0.090
H -1.018 -1.773 -4.670 0.082
O -0.179 -2.009 -4.167 -0.091
H 2.988 2.298 0.899 -0.057
H 4.239 2.300 0.251 -0.008
O 3.551 2.816 0.424 0.053
```

The spin multiplicity is 1. As for the net charge: +1. For the largest force on an atom, the calculation gives 9.80 eV/A. The value obtained for the gap between HOMO and LUMO is 9.6 eV. As for the relative energy (zero: lowest compared OMol25 entry of this formula, charge and spin): 152.0 kcal/mol.



Record 4
Entry from OMol25: a cluster of 14 separate species, C4H31O17 in total at a distorted geometry (the ωB97M-V functional and the def2-TZVPD basis).

Structure (XYZ):
```
52
Properties=species:S:1:pos:R:3:lowdin_charge:R:1
O -1.411 0.172 -2.292 -0.073
C -0.863 1.140 -1.637 -0.613
O 0.297 1.504 -1.767 0.041
C -1.782 1.820 -0.633 -0.097
C -1.188 2.583 0.543 -0.090
C -0.439 1.791 1.575 -0.479
O -1.244 0.808 1.998 0.092
O 0.671 2.044 2.004 0.088
H -2.689 1.300 -0.390 0.108
H -2.255 2.573 -1.288 0.129
H -0.557 3.418 0.238 0.128
H -2.027 3.019 1.063 0.122
H -0.847 0.189 2.661 0.082
H -3.469 -1.992 -1.965 0.004
H -3.545 -0.551 -2.126 -0.026
O -4.138 -1.280 -2.143 -0.083
H 1.941 3.087 -1.550 -0.020
H 3.381 3.056 -0.896 0.032
O 2.653 3.608 -1.252 -0.063
H -3.411 -1.562 3.498 -0.033
H -3.219 0.016 3.562 0.057
O -3.843 -0.757 3.720 -0.070
H 1.805 3.493 1.526 -0.020
H 2.813 4.122 0.716 -0.053
O 2.565 4.076 1.601 -0.052
H 1.435 -0.497 3.434 0.056
H 0.050 -1.229 3.005 -0.013
O 0.509 -0.675 3.626 -0.036
H 4.323 0.458 -1.265 0.065
H 3.062 0.588 -1.697 0.019
O 3.694 1.201 -1.333 -0.051
H 0.113 -2.758 1.162 0.087
H -1.142 -2.202 0.603 0.061
O -0.676 -2.273 1.476 -0.066
H 2.775 -1.819 -3.465 0.033
H 1.298 -1.435 -2.932 0.014
O 2.204 -1.780 -2.713 -0.075
H -2.147 -3.201 -1.745 0.052
H -1.305 -2.050 -2.450 0.064
O -1.690 -2.375 -1.569 -0.082
H -3.217 -3.141 1.594 0.008
H -2.022 -3.164 2.490 0.017
O -2.949 -3.471 2.424 -0.052
H 3.647 -3.218 -0.799 0.022
H 2.329 -3.319 -1.491 -0.025
O 2.857 -3.765 -0.835 -0.074
H -0.580 -0.566 -3.126 -0.007
H -0.244 -0.793 -4.761 0.079
O -0.099 -1.200 -3.860 -0.179
H 3.075 -0.351 0.342 0.010
H 2.727 0.722 1.178 -0.006
O 3.295 -0.020 1.213 -0.034
```

The spin multiplicity is 1. As for the net charge: -1. For the largest force on an atom, the calculation gives 3.01 eV/A. The value obtained for the gap between HOMO and LUMO is 9.2 eV. As for the relative energy (zero: lowest compared OMol25 entry of this formula, charge and spin): 64.5 kcal/mol.



Number 1: E_LUMO 2.8 eV. Number 2: E_LUMO 5.0 eV. Number 3: E_LUMO -2.5 eV. Number 4: E_LUMO 2.2 eV.